# 1
Molecular formula: C9H52NO18
Method: DFT, ωB97M-V/def2-TZVPD

Frontier orbital gap = 3.8 eV
Total charge = -1
E_HOMO = -1.97 eV
ΔE to the lowest compared entry with this formula, charge and spin = 537.5 kJ/mol
LUMO level = 1.817 eV

Geometry as XYZ:
```
80
Properties=species:S:1:pos:R:3:lowdin_charge:R:1
O 3.21314 -0.25089 -7.85016 -0.057
O -7.59916 -5.36039 -1.77985 -0.056
O 3.01786 6.15745 6.05148 -0.053
O -0.94122 6.67693 4.06828 -0.055
O 0.50700 -6.31004 -5.14366 -0.055
O -3.75038 -5.54416 0.56368 -0.057
O -4.37234 -1.18498 -6.29448 -0.057
O 6.66798 6.04636 3.77643 -0.056
O -2.76981 2.73730 2.47218 -0.064
O 3.61123 -6.05830 -1.35051 -0.055
O 1.02287 -5.83252 2.22312 -0.063
O -0.61997 -0.96530 1.65179 -0.368
O 7.19615 3.52744 -0.46626 -0.055
O 1.94869 -2.62306 8.37192 -0.057
O -6.21805 3.31981 -4.67434 -0.054
O -1.32899 -4.38813 -8.38013 -0.054
O -3.95569 6.61637 -0.21119 -0.050
O -3.60493 -0.21569 6.83815 -0.057
N 0.14400 -0.07121 0.81552 -0.212
C -1.75594 -0.06572 -0.85429 -0.058
C 1.49677 0.35538 1.29446 -0.507
C 0.15992 1.34726 -1.34721 -0.159
C 0.46064 -1.20494 -1.37334 -0.054
C 1.46000 0.80185 2.77456 -0.079
C 1.56325 1.85787 -0.94406 -0.207
C 1.85075 1.70144 0.55780 -0.145
C 2.58101 -0.67553 1.33201 -0.077
C -0.19567 0.01403 -0.66959 -0.473
H 2.99945 5.83134 6.95123 0.027
H -0.13387 -6.63073 -4.50909 0.031
H -6.91402 -4.82000 -1.38639 0.029
H 3.23701 -6.04557 -0.46959 0.026
H -1.00481 7.28543 3.33213 0.025
H -3.18386 -0.48743 6.02263 0.032
H 7.65503 2.86378 -0.98124 0.027
H -2.37795 0.42368 -0.10484 0.067
H 2.66866 -0.28741 -7.06376 0.030
H 0.84558 1.67866 2.97903 0.069
H 0.94948 -4.94494 1.87235 0.028
H 2.59672 -0.36077 -8.57417 0.027
H -3.73832 -6.13764 1.31459 0.023
H -6.12899 4.26816 -4.57988 0.023
H 6.28434 3.23630 -0.45748 0.027
H 1.57939 -2.21675 7.58785 0.032
H 1.76397 2.89976 -1.19363 0.097
H -5.06680 -1.83879 -6.21387 0.027
H 1.42941 2.62245 0.96069 0.101
H -3.47212 -4.70049 0.92010 0.033
H 0.98300 0.03574 3.38583 0.064
H -3.20311 7.14966 -0.46708 0.026
H 2.69601 -2.06996 8.59953 0.025
H 5.92224 5.82739 4.33515 0.024
H 0.25517 1.15935 -2.41666 0.105
H 6.73901 5.30843 3.17090 0.027
H 2.27973 1.25426 -1.50119 0.089
H 1.24298 -6.00953 -4.61050 0.031
H 2.84519 -0.97342 0.31734 0.060
H -1.98441 0.33290 -1.84273 0.058
H -2.04922 -1.10699 -0.98791 0.060
H -1.24911 5.84166 3.71648 0.031
H -5.35255 3.02446 -4.95703 0.031
H -3.68720 -1.48791 -5.69862 0.030
H 1.52323 -1.07172 -1.57646 0.058
H 2.38612 -1.57354 1.91827 0.080
H -4.66146 6.90366 -0.79047 0.025
H -4.50159 -0.54280 6.76587 0.024
H -0.43437 2.22705 -1.10049 0.111
H -0.01887 -1.25980 -2.35066 0.058
H 2.50462 1.00116 3.01361 0.068
H -2.83805 2.93312 1.53771 0.020
H 2.91094 1.92716 0.67248 0.097
H -0.73105 -4.78585 -7.74726 0.021
H 0.27192 -5.92151 2.80995 0.026
H 0.27539 -2.18709 -0.93842 0.074
H 3.54806 -0.29301 1.65854 0.065
H -1.72904 -5.13108 -8.83203 0.026
H -7.94333 -5.87875 -1.05248 0.025
H -2.40665 1.85230 2.50603 0.023
H 2.09752 6.29460 5.82705 0.027
H 4.53152 -5.82762 -1.22368 0.027
```

# 2
Molecular formula: C9H54NO19
Method: DFT, ωB97M-V/def2-TZVPD

Frontier orbital gap = 6.3 eV
Total charge = -1
E_HOMO = -4.47 eV
ΔE to the lowest compared entry with this formula, charge and spin = 27.2 kJ/mol
LUMO level = 1.789 eV

Geometry as XYZ:
```
83
Properties=species:S:1:pos:R:3:lowdin_charge:R:1
O -2.12018 3.03612 -4.23539 -0.051
O 2.97936 -4.37256 -0.01412 -0.060
O -5.43699 1.15010 -0.66352 -0.076
O 4.13822 3.24490 1.20209 -0.077
O 1.09823 -1.38069 -0.02894 -0.294
O 4.37298 1.09633 -2.00873 -0.055
O -4.47107 1.64260 -3.30266 -0.055
O -0.08538 -4.27804 -0.56733 -0.063
O 1.01850 5.93806 0.33684 -0.058
O -2.57730 -4.38041 -2.77176 -0.062
O 2.67581 -1.80174 -2.33581 -0.082
O 1.56504 -1.40729 4.25413 -0.072
O 4.92898 0.65649 1.77225 -0.065
O -2.31315 -2.65786 3.58328 -0.081
O 0.77846 2.20808 -3.66704 -0.051
O 0.10978 -2.76987 2.17414 -0.107
O 3.39884 -1.78539 1.56780 -0.075
O 1.89923 2.37651 5.09010 -0.055
O -4.36387 -0.20913 2.41892 -0.056
N 0.22722 -0.31854 -0.44804 -0.106
C -1.97703 -1.58189 -0.17934 -0.005
C -1.87798 0.35551 -1.63400 -0.155
C -0.68672 1.97422 -0.09907 -0.134
C -0.73746 -1.58140 -2.37950 -0.050
C -1.01397 -0.79807 -1.09767 -0.470
C -2.02534 1.54146 -0.69445 -0.175
C -0.18712 0.57444 1.90807 -0.006
C 0.22613 0.85451 0.45428 -0.480
C 1.60170 1.50921 0.45469 -0.044
H 1.93012 2.61048 6.02349 0.029
H -2.34238 2.39449 -1.30152 0.105
H 0.01969 -1.00116 -2.92319 0.079
H -4.61429 -0.50290 3.30015 0.034
H 1.13157 2.84519 4.74628 0.024
H -5.13747 1.79652 -3.97778 0.051
H 3.93351 -4.25943 0.03985 0.044
H -3.70363 2.19163 -3.53757 0.004
H -3.41255 -0.36826 2.38572 -0.002
H -0.23778 -2.55580 -2.33662 0.060
H -0.15224 -3.51008 1.61350 0.033
H -0.22778 2.68540 -0.78472 0.097
H 0.59294 -4.90430 -0.28166 0.036
H 1.28659 3.02047 -3.77458 0.049
H 1.18215 5.71855 1.26001 0.033
H 0.74904 -1.09815 4.66063 0.028
H -2.75458 1.38748 0.09970 0.093
H -1.32686 2.63346 -4.61900 0.038
H 0.65821 5.12890 -0.04265 0.016
H -1.51742 -2.44114 0.30449 0.053
H 3.69459 1.07367 -1.32412 0.000
H -2.45692 -3.58767 3.77858 0.028
H 4.83746 -0.29335 1.60329 0.025
H -1.28319 0.45654 1.90695 0.065
H 0.39887 2.26653 -2.78045 0.014
H 3.23813 2.97220 1.39583 -0.024
H -2.90621 0.02914 -1.79308 0.103
H 3.20640 -2.67915 1.86715 0.028
H 0.15995 -0.35122 2.34996 0.054
H -1.01301 2.42787 0.84373 0.112
H -4.84099 1.27144 -1.42307 -0.020
H -4.86077 1.08511 0.10537 -0.002
H -1.97840 3.98517 -4.31170 0.055
H 0.36113 -3.41425 -0.60019 -0.003
H -2.95100 -1.81710 -0.60398 0.090
H 2.44093 -1.31191 -3.12869 0.018
H 2.68539 -3.62006 -0.55255 0.017
H 0.48762 -2.10784 1.53086 0.018
H -0.03160 1.46074 2.52587 0.082
H 4.66024 2.44476 1.38476 -0.005
H -3.07125 -3.76012 -2.22577 0.023
H -1.72598 -3.95305 -2.90713 0.000
H 3.88288 0.94529 -2.82252 0.018
H 2.01944 -1.51489 -1.65829 -0.009
H -1.50854 0.70974 -2.60176 0.104
H 4.70349 0.75241 2.70550 0.058
H 1.62056 2.47130 0.96882 0.069
H -2.16013 -0.92031 0.67768 0.054
H 2.04894 1.66094 -0.52931 0.075
H -1.60687 -1.74677 -3.01548 0.086
H 2.33943 0.87675 0.96286 0.083
H 2.65183 -1.56568 0.96946 0.005
H 1.30796 -2.21811 3.79209 0.002
H -1.55213 -2.63517 2.96558 -0.009
```

# 3
Molecular formula: C9H5CaNO4
Method: DFT, ωB97M-V/def2-TZVPD

Frontier orbital gap = 8.8 eV
Total charge = +2
E_HOMO = -17.08 eV
LUMO level = -8.290 eV

Geometry as XYZ:
```
20
Properties=species:S:1:pos:R:3:nbo_charge:R:1
Ca -0.02963 0.18964 -1.84898 1.741
O 2.37847 -1.41898 -4.39649 -0.331
O -1.36308 -3.29245 -2.00743 -0.321
O 4.63187 -0.60904 0.27919 -0.417
O 0.09909 3.35124 -4.03725 -0.320
N -0.19026 0.06872 0.51346 -0.659
C 0.01386 2.35984 -3.44753 0.385
C -1.99700 0.97363 1.85473 -0.209
C 1.68545 -0.88561 -3.64532 0.386
C 0.33757 -0.46637 1.65740 0.056
C -0.95562 -2.20434 -2.02681 0.384
C -1.46391 0.39270 3.00323 -0.096
C 3.67084 -0.51660 -0.33411 0.434
C -0.27570 -0.31259 2.89747 -0.207
C -1.33694 0.80575 0.63065 -0.018
H -1.96944 0.52346 3.96168 0.268
H -2.92957 1.53677 1.86578 0.264
H 0.17049 -0.77824 3.77355 0.267
H 1.27277 -1.02292 1.58429 0.230
H -1.74924 1.30538 -0.27750 0.165
```

# 4
Molecular formula: C9H5N5OsS5
Method: DFT, ωB97M-V/def2-TZVPD

Frontier orbital gap (alpha / beta) = 6.0 / 6.0 eV
Total charge = +2
E_HOMO (alpha / beta) = -14.91 / -14.93 eV
LUMO level (alpha / beta) = -8.886 / -8.880 eV

Geometry as XYZ:
```
25
Properties=species:S:1:pos:R:3:nbo_charge:R:1
Os -0.50576 -1.85093 -0.69806 0.658
S -2.41586 1.92858 -2.54196 0.294
S -1.90662 -0.98355 -2.26994 0.432
S -1.89265 2.88556 -0.72068 0.385
S 2.19435 1.33228 -1.46350 0.579
S 1.47386 -1.59771 -1.99565 0.247
N 0.32921 -1.24905 3.29430 -0.180
N -0.27862 -0.07482 -0.01483 -0.458
N 0.20806 2.40046 0.69181 -0.365
N -0.07642 -2.26109 1.33448 -0.588
N 0.15863 -2.59026 3.44083 -0.303
C 0.42812 1.50802 1.55839 0.220
C -0.08961 -3.18983 2.28638 0.269
C 0.17446 -1.09005 2.01681 0.279
C 0.10502 0.10867 1.17605 0.044
C 1.23856 0.04681 -2.02130 -0.171
C 0.58606 2.15781 -1.75051 -0.408
C -0.25855 2.37642 -0.52032 0.233
C 0.10546 0.90822 -2.52256 -0.406
C -1.34378 0.55932 -2.40390 -0.349
H 0.84742 1.77142 2.52505 0.260
H 0.31133 1.09089 -3.58572 0.302
H -0.25353 -4.24962 2.16379 0.264
H 0.64648 3.07019 -2.33996 0.301
H 0.21439 -3.00775 4.36100 0.461
```

# 5
Molecular formula: C9H68NO26
Method: DFT, ωB97M-V/def2-TZVPD

Frontier orbital gap = 3.9 eV
Total charge = -1
E_HOMO = -2.39 eV
ΔE to the lowest compared entry with this formula, charge and spin = 601.5 kJ/mol
LUMO level = 1.517 eV

Geometry as XYZ:
```
104
Properties=species:S:1:pos:R:3:lowdin_charge:R:1
O 4.32551 -5.80779 -2.03826 -0.056
O -2.34280 -2.84052 -5.98094 -0.059
O -2.29414 -7.38769 3.87732 -0.046
O 4.66149 6.35936 -3.67188 -0.055
O 5.55780 -0.52279 5.69064 -0.055
O -6.63489 -2.48944 2.24595 -0.056
O 5.53063 4.42074 2.91078 -0.050
O -6.45265 -6.39991 -0.49582 -0.057
O -6.85107 -0.28696 -1.26249 -0.051
O -3.59733 3.31048 -6.78063 -0.051
O -0.67631 0.74057 7.40876 -0.055
O 1.08646 6.25966 -5.24495 -0.048
O 6.38669 -0.04750 -4.40699 -0.050
O 3.12380 -2.26015 -5.80478 -0.057
O -3.44726 2.04957 4.79281 -0.051
O 1.69005 5.85980 3.65777 -0.052
O -0.14936 -6.55284 -2.50877 -0.058
O -1.36730 7.17460 1.48205 -0.052
O -2.73775 -7.85793 0.15616 -0.044
O 0.51812 3.09495 -7.74418 -0.055
O 2.53508 -2.87754 6.45408 -0.049
O -6.74473 2.22850 2.26390 -0.053
O -1.10561 5.39733 6.34478 -0.047
O 5.15137 -1.99895 -0.89053 -0.053
O 6.31703 1.91036 -0.17121 -0.050
O 0.33784 -1.86927 -1.91823 -0.370
N 0.42510 -0.96385 -0.74705 -0.175
C -1.18266 0.86536 -1.65401 -0.065
C 0.23700 -0.48292 1.69515 -0.169
C -1.68165 -1.57011 0.50661 -0.060
C 1.19217 0.92356 -2.31695 -0.071
C 0.42682 -2.77301 0.98206 -0.062
C 0.25582 0.49664 -1.13721 -0.464
C -0.17097 -1.42035 0.52685 -0.535
C 0.70312 1.38847 0.07649 -0.157
C 0.09769 0.98571 1.42324 -0.206
H 1.37774 3.11887 -8.16453 0.032
H 4.85141 -1.11870 5.93990 0.014
H -2.64708 -7.78806 1.10649 0.014
H -7.76275 -0.56711 -1.34362 0.027
H -2.42751 -8.73960 -0.05033 0.034
H -0.86421 -6.74798 -1.90285 0.010
H 3.84304 6.31296 -4.16607 0.015
H 6.03552 2.46052 0.55975 0.021
H -7.65111 2.01265 2.48321 0.028
H -0.83833 7.11106 0.68682 0.031
H 1.11997 5.49641 -5.82163 0.022
H 1.23827 5.65317 4.47596 0.017
H -0.37952 -0.55135 2.59143 0.107
H -2.75512 3.24626 -7.23095 0.020
H 5.58733 -1.17235 -0.68344 0.018
H 0.99530 6.14975 3.06661 0.017
H 3.48495 -5.65029 -2.46825 0.028
H 0.49867 1.56458 2.25524 0.104
H -2.02946 -2.07982 1.40512 0.065
H -0.94246 1.26601 1.25704 0.095
H -1.35615 5.72849 7.20722 0.030
H -0.01144 -5.60967 -2.42142 0.030
H -1.49326 0.10735 -2.37307 0.065
H 1.79069 1.44990 0.11553 0.104
H -2.13101 6.62480 1.30684 0.032
H 4.23650 -1.75791 -1.03596 0.030
H 1.49787 -2.64969 0.82162 0.075
H 1.51150 1.96518 -2.28273 0.067
H -6.23416 -3.35360 2.34010 0.029
H 0.19651 -2.96016 2.03089 0.069
H -6.17066 -5.75782 -1.14730 0.031
H 1.83309 -2.22758 6.48546 0.031
H 0.81126 0.59730 -3.28471 0.061
H -1.23107 0.84901 6.63629 0.019
H -1.62836 4.60354 6.23137 0.025
H -3.83137 2.02156 3.91651 0.028
H 6.12763 -1.04786 5.12865 0.030
H 3.68684 -1.55657 -5.48200 0.018
H 1.23922 -0.79925 1.98429 0.109
H -1.57650 -2.51826 -5.50641 0.030
H -3.48911 4.04161 -6.17238 0.027
H -0.04844 1.46117 7.35639 0.028
H 2.08705 0.30893 -2.21929 0.060
H -5.63911 -6.78760 -0.17318 0.017
H -6.50752 1.60204 1.58015 0.025
H -1.93308 0.79318 -0.86677 0.037
H 4.49752 -5.00497 -1.54620 0.020
H 6.63799 0.79678 -4.03246 0.025
H -2.03883 -2.31753 -0.20183 0.075
H 0.28632 2.16644 -7.72456 0.035
H 0.19594 6.59638 -5.34401 0.029
H 0.06646 -3.62794 0.40992 0.066
H -1.31761 1.82465 -2.15366 0.062
H -6.67939 0.20659 -2.06447 0.033
H -6.45274 -2.23778 1.34057 0.022
H -4.18296 1.88520 5.38269 0.029
H 6.19025 -0.59753 -3.64864 0.022
H 2.09182 -3.71598 6.58356 0.029
H -1.51626 -7.51069 4.42139 0.032
H 0.36300 2.41271 -0.07636 0.099
H -2.82981 -6.76033 4.36281 0.032
H 4.38968 6.55551 -2.77529 0.029
H 5.92278 5.28956 2.99788 0.027
H -2.12567 -0.57615 0.45187 0.052
H 6.81206 2.50076 -0.73919 0.025
H -3.03341 -2.20946 -5.77834 0.023
H 2.41503 -2.31357 -5.16368 0.028
H 4.71323 4.47564 3.40585 0.027
```

# 6
Molecular formula: C9H6CeN2O5
Method: DFT, ωB97M-V/def2-TZVPD

Frontier orbital gap (alpha / beta) = 6.0 / 6.1 eV
Total charge = +3
E_HOMO (alpha / beta) = -19.84 / -19.84 eV
ΔE to the lowest compared entry with this formula, charge and spin = 0.0 kJ/mol
Multiplicity = 2
LUMO level (alpha / beta) = -13.861 / -13.784 eV

Geometry as XYZ:
```
23
Properties=species:S:1:pos:R:3:lowdin_spin:R:1
Ce -0.00358 -0.98237 -1.79005 1.016
O 3.52516 -0.14761 -2.64205 0.000
O -3.52471 -0.13454 -2.65396 0.000
O -0.00228 4.68963 -2.31463 0.000
O 0.00713 -4.45964 -2.39412 0.001
O 0.00044 -0.10715 -5.34592 0.000
N 0.00745 -0.49378 0.55198 -0.007
N -0.00110 0.33000 2.60534 -0.001
C -0.00453 0.63041 1.30007 -0.001
C -0.00025 -3.28371 -2.51522 -0.002
C -2.44819 -0.33956 -2.26566 -0.002
C -0.01526 1.31242 3.67330 0.000
C 0.01618 -1.07448 2.72946 0.000
C 2.44624 -0.34904 -2.27641 -0.002
C 0.00241 4.00304 -1.40686 0.000
C 0.02091 -1.57097 1.46174 0.000
C -0.00953 -0.11633 -4.17625 -0.003
H -0.02961 2.31180 3.23194 0.000
H -0.91241 1.17615 4.27924 0.000
H 0.88546 1.20217 4.27910 0.000
H -0.01676 1.64829 0.91675 0.000
H 0.02447 -1.64996 3.63933 0.000
H 0.03235 -2.59475 1.11289 0.000
```

# 7
Molecular formula: C9H6ClI
Method: DFT, ωB97M-V/def2-TZVPD

Frontier orbital gap (alpha / beta) = 4.9 / 4.8 eV
E_HOMO (alpha / beta) = -5.27 / -8.79 eV
ΔE to the lowest compared entry with this formula, charge and spin = 109.2 kJ/mol
Multiplicity = 3
LUMO level (alpha / beta) = -0.368 / -4.026 eV

Geometry as XYZ:
```
17
Properties=species:S:1:pos:R:3:lowdin_spin:R:1
I 1.18291 -2.35927 -4.43945 0.234
Cl -1.80624 -2.61143 0.71846 0.056
C 0.10955 -1.91904 -2.77049 0.390
C 0.32713 2.05288 0.17271 -0.002
C 1.25557 1.74196 1.15521 0.108
C 0.30456 -0.45221 1.35852 0.077
C -0.59735 -1.65580 -1.84348 0.517
C -1.56651 -1.14840 -0.14837 0.407
C -0.60798 1.11706 -0.21850 0.094
C 1.23385 0.49400 1.75272 0.008
C -0.62278 -0.15297 0.36469 0.093
H 1.99593 2.47190 1.44909 0.007
H 0.29904 -1.42852 1.81850 0.006
H 1.94671 0.24990 2.52700 -0.002
H 0.34145 3.02749 -0.29057 -0.003
H -2.47485 -0.77992 -0.61043 0.006
H -1.32098 1.35239 -0.99561 0.005
```

# 8
Molecular formula: C9H6F2
Method: DFT, ωB97M-V/def2-TZVPD

Frontier orbital gap (alpha / beta) = 7.3 / 6.9 eV
E_HOMO (alpha / beta) = -6.69 / -8.74 eV
Multiplicity = 3
LUMO level (alpha / beta) = 0.608 / -1.844 eV

Geometry as XYZ:
```
17
Properties=species:S:1:pos:R:3:lowdin_spin:R:1
F 2.62641 1.37081 0.59788 0.009
F -2.75385 1.15245 -0.03158 0.081
C 0.99079 0.95125 -1.21861 0.107
C 1.28677 1.25622 0.22864 0.067
C 0.82848 -0.41289 -1.17249 0.707
C -1.37487 1.19458 0.26247 0.369
C 0.69019 -0.05651 0.61886 0.381
C -0.78371 0.05065 0.68965 0.039
C -0.45840 -2.10731 0.17726 0.021
C -1.38710 -1.23236 0.51243 0.009
C 0.86194 -1.41935 -0.01487 0.146
H 1.12555 1.54681 -2.15336 0.019
H 0.71262 2.13383 0.66316 0.008
H 1.78511 -2.06797 -0.13181 0.012
H -1.19621 2.22977 0.44090 0.024
H -0.53415 -3.19749 0.06916 0.000
H -2.41956 -1.39251 0.46230 0.001
```

Q: Which formula does entry 3 have?
A: C9H5CaNO4